Record 1
The following is a quantum chemistry calculation of 2 unconnected molecules or ions with the total composition C4H13N3, from the OMol25 dataset.

The relative energy (zero: lowest compared OMol25 entry of this formula, charge and spin) comes out at 809.7 kJ/mol. The calculation puts the HOMO-LUMO gap at 0.1898 hartree. The HOMO energy is -7.7 eV. The total energy is -8821.020 eV.

Last column: natural (NBO) charge in e.
Geometry (Å):
C -1.44 1.30 -1.20  -0.327
N 0.02 -0.94 -0.85  -0.507
C -0.48 -1.92 -0.05  -0.289
C 0.51 -2.05 1.52  -0.200
N 1.11 -0.78 1.50  -0.917
C -0.15 1.98 -1.31  -0.330
N 0.48 2.23 0.20  -0.798
H -1.72 0.67 -2.04  0.213
H -2.23 1.99 -0.89  0.207
H -0.58 -0.05 -0.95  0.293
H -1.45 -1.85 0.44  0.185
H -0.39 -2.86 -0.60  0.241
H 1.13 -2.93 1.35  0.158
H -0.32 -2.23 2.20  0.161
H 1.09 -0.30 0.61  0.386
H 1.81 -0.45 2.14  0.378
H 0.68 1.34 -1.64  0.231
H -0.04 3.00 -1.64  0.221
H -0.04 3.09 0.37  0.335
H 0.09 1.53 0.84  0.359

---

Record 2
The following is a quantum chemistry calculation of C6H10O in the gas phase, from the OMol25 dataset.

As for the SMILES: C=COC/C=C\C. The relative energy (zero: lowest compared OMol25 entry of this formula, charge and spin) comes out at 269.3 kJ/mol. The calculation puts the HOMO-LUMO gap at 0.3254 hartree. The HOMO energy is -7.8 eV. The total energy is -8428.449 eV.

Last column: natural (NBO) charge in e.
Geometry (Å):
C -0.95 1.30 -0.59  -0.513
C -1.26 1.78 0.62  0.142
O -0.46 1.53 1.69  -0.505
C 0.24 0.26 1.45  -0.110
C -0.45 -0.63 0.46  -0.203
C 0.24 -1.45 -0.35  -0.208
C 1.43 -1.12 -1.21  -0.659
H -1.71 1.20 -1.34  0.216
H 0.07 1.23 -0.96  0.210
H -2.24 2.22 0.85  0.185
H 0.25 -0.31 2.40  0.205
H 1.28 0.45 1.14  0.180
H -1.45 -0.92 0.76  0.210
H -0.19 -2.44 -0.50  0.199
H 2.02 -2.01 -1.45  0.223
H 2.11 -0.37 -0.80  0.209
H 1.07 -0.72 -2.17  0.219

---

Record 3
The following is a quantum chemistry calculation of C4H7ClOS in the gas phase, from the OMol25 dataset.

As for the SMILES: CS[C@@H](Cl)C(C)=O. The relative energy (zero: lowest compared OMol25 entry of this formula, charge and spin) comes out at 117.3 kJ/mol. The calculation puts the HOMO-LUMO gap at 0.3646 hartree. The HOMO energy is -9.1 eV. The total energy is -29665.342 eV.

Last column: natural (NBO) charge in e.
Geometry (Å):
C -1.72 -0.90 1.95  -0.738
S -1.30 0.32 0.63  0.216
C -0.01 -0.56 -0.25  -0.487
Cl -0.55 -2.07 -0.93  -0.009
C 0.88 0.36 -1.46  0.630
C 1.60 1.60 -1.13  -0.720
O 0.77 -0.04 -2.55  -0.501
H -2.54 -0.52 2.48  0.226
H -0.94 -1.25 2.71  0.225
H -2.19 -1.74 1.40  0.230
H 0.78 -0.76 0.39  0.201
H 2.31 1.46 -0.22  0.237
H 2.09 1.84 -2.01  0.242
H 0.82 2.27 -1.01  0.249

---

Record 4
The following is a quantum chemistry calculation of a molecular structure, C20H28HgNO3, from the OMol25 dataset.

The relative energy (zero: lowest compared OMol25 entry of this formula, charge and spin) comes out at 0.0 kJ/mol. As for the net charge: -1. The calculation puts the HOMO-LUMO gap at 0.1616 hartree. The HOMO energy is -2.2 eV. The total energy is -32997.952 eV.

Last column: natural (NBO) charge in e.
Geometry (Å):
O 1.75 -2.18 0.06  -0.518
C 2.63 -2.41 -1.08  -0.056
C 3.26 -3.65 -0.44  -0.465
H 3.32 -1.56 -1.22  0.162
H 2.07 -2.60 -1.99  0.205
C 2.44 -3.23 0.80  0.262
H 4.34 -3.59 -0.35  0.189
H 2.95 -4.59 -0.89  0.205
C 3.33 -2.64 1.88  -0.628
H 4.11 -2.02 1.42  0.204
H 3.82 -3.43 2.46  0.200
H 2.75 -2.01 2.57  0.218
C 1.43 -4.23 1.33  -0.624
H 0.83 -4.65 0.51  0.229
H 0.75 -3.75 2.04  0.219
H 1.93 -5.06 1.85  0.193
Hg 5.27 1.08 -1.75  0.014
C -2.13 -1.05 -0.54  -0.374
C -1.91 -0.20 -1.66  -0.368
C -0.89 -0.78 -2.46  -0.368
H -2.45 0.72 -1.87  0.177
C -0.50 -2.01 -1.86  -0.359
C -1.24 -2.16 -0.64  -0.359
H -1.15 -2.98 0.06  0.168
H -2.85 -0.90 0.26  0.179
H -0.47 -0.37 -3.38  0.174
H 0.19 -2.74 -2.27  0.157
C -0.38 1.95 1.74  -0.104
C -0.60 0.54 2.21  -0.196
C 0.51 -0.22 1.98  -0.186
H -1.55 0.20 2.63  0.212
C 1.51 0.61 1.33  -0.198
C 1.01 1.87 1.15  -0.195
H 1.48 2.72 0.67  0.210
H -0.48 2.72 2.52  0.218
H 0.65 -1.27 2.24  0.215
H 2.50 0.25 1.04  0.218
O 6.25 -0.96 -2.66  -0.580
C 6.53 -2.19 -1.99  -0.073
C 7.80 -2.82 -2.59  -0.434
H 5.65 -2.85 -2.13  0.179
H 6.62 -1.97 -0.92  0.191
C 8.07 -2.02 -3.88  -0.436
H 7.65 -3.88 -2.79  0.216
H 8.63 -2.72 -1.89  0.208
C 7.01 -0.91 -3.88  -0.075
H 7.96 -2.65 -4.76  0.212
H 9.07 -1.59 -3.89  0.211
H 6.31 -1.02 -4.73  0.181
H 7.47 0.08 -3.94  0.188
O -3.68 1.71 0.47  -0.539
C -2.54 1.99 0.55  0.883
N -1.37 2.33 0.61  -0.559

---

Record 5
The following is a quantum chemistry calculation of a gas-phase ion, C8H14N2O2 (charge +2), from the OMol25 dataset.

The relative energy (zero: lowest compared OMol25 entry of this formula, charge and spin) comes out at 0.0 kJ/mol. As for the net charge: +2. The calculation puts the HOMO-LUMO gap at 0.3276 hartree. The HOMO energy is -17.0 eV. The total energy is -15579.228 eV.

Last column: natural (NBO) charge in e.
Geometry (Å):
C 0.04 -0.57 0.66  0.177
C 0.99 0.07 -0.16  0.306
C -1.02 0.02 -1.15  0.791
C -1.44 0.33 -3.46  -0.154
C -2.01 0.22 -2.25  -0.137
C -3.47 -0.06 -1.95  -0.632
C 0.32 -1.17 1.98  -0.297
C 2.48 0.30 0.11  -0.274
N 2.66 0.92 1.41  -0.822
N 0.80 -0.08 2.87  -0.743
O -1.20 -0.55 -0.01  -0.332
O 0.35 0.44 -1.27  -0.370
H -2.07 0.43 -4.34  0.253
H -0.38 0.23 -3.55  0.221
H -3.30 -0.95 -1.36  0.230
H -4.13 -0.13 -2.78  0.273
H -3.97 0.75 -1.33  0.256
H 1.08 -1.96 2.01  0.271
H -0.67 -1.62 2.41  0.285
H 2.86 0.84 -0.79  0.266
H 2.98 -0.70 0.26  0.262
H 2.50 1.88 1.67  0.422
H 3.64 0.79 1.68  0.426
H 1.68 0.38 2.32  0.435
H 1.24 -0.36 3.72  0.437
H 0.04 0.53 3.30  0.450

---

Record 6
The following is a quantum chemistry calculation of 7 unconnected molecules or ions with the total composition C43H72NO8PS, from the OMol25 dataset.

As for the SMILES: C#CCCCc1c(CC=C)ccc2c1C(=O)c1c(N=C(C)C)cc([PH2]=S)cc1C2=O.CC(C)O.CC(C)O.CC(C)O.CC(C)O.CC(C)O.CC(C)O. The relative energy (zero: lowest compared OMol25 entry of this formula, charge and spin) comes out at 1071.8 kJ/mol. The calculation puts the HOMO-LUMO gap at 0.2106 hartree. The HOMO energy is -7.3 eV. The total energy is -83721.577 eV.

Last column: Löwdin charge in e.
Geometry (Å):
C 0.12 -7.44 1.05  0.026
C 0.09 -6.11 0.60  -0.096
C -0.08 -4.67 -0.22  -0.197
C -1.49 -4.69 -1.05  -0.185
C -2.54 -3.51 -0.53  -0.156
C -2.89 -2.59 -1.84  -0.044
C -1.87 -1.40 -2.32  -0.078
C -0.44 -0.99 -1.63  -0.162
C -0.51 -0.62 -0.04  -0.140
C -0.34 0.82 0.41  -0.038
C -2.32 -0.53 -3.68  -0.003
C -3.69 -0.81 -4.54  -0.024
C -4.69 -2.02 -4.06  -0.026
C -4.30 -2.90 -2.70  0.028
C -5.37 -4.09 -2.30  -0.196
O -5.06 -5.31 -1.87  -0.026
C -6.98 -3.69 -2.52  0.026
C -8.18 -4.09 -1.48  -0.152
N -7.79 -4.85 -0.22  0.068
C -7.54 -3.91 0.75  -0.265
C -7.24 -4.42 2.31  -0.071
C -7.55 -2.26 0.51  -0.065
C -9.75 -3.65 -1.83  0.002
C -10.14 -2.78 -3.20  -0.343
P -11.99 -2.31 -3.39  0.258
S -12.83 -3.25 -4.89  0.049
C -8.94 -2.38 -4.25  0.004
C -7.37 -2.82 -3.89  -0.004
C -6.08 -2.43 -4.89  -0.196
O -6.16 -2.48 -6.23  -0.033
H -0.08 -8.49 1.56  0.045
H -0.13 -3.79 0.56  0.090
H 0.83 -4.54 -0.95  0.109
H -1.97 -5.77 -0.99  0.124
H -1.24 -4.47 -2.19  0.125
H -2.14 -2.92 0.40  0.093
H -3.55 -4.04 -0.16  0.113
H -0.05 -0.01 -2.18  0.117
H 0.39 -1.82 -1.88  0.116
H -0.65 -1.39 0.85  0.088
H -1.23 1.58 0.53  0.066
H 0.78 1.14 0.69  0.061
H -1.61 0.33 -4.08  0.099
H -3.94 -0.18 -5.50  0.105
H -8.26 -4.57 2.89  0.087
H -6.69 -5.46 2.25  0.091
H -6.60 -3.62 2.87  0.076
H -6.79 -1.94 -0.35  0.091
H -8.66 -1.93 0.26  0.095
H -7.23 -1.69 1.49  0.080
H -10.59 -3.97 -1.05  0.101
H -12.76 -2.55 -2.17  -0.016
H -12.03 -0.86 -3.59  -0.017
H -9.21 -1.77 -5.24  0.116
C 4.73 -0.91 -1.82  -0.057
C 3.97 -2.23 -1.74  -0.496
C 4.77 -3.35 -2.38  -0.059
O 2.72 -2.09 -2.41  -0.082
H 4.91 -0.62 -2.86  0.082
H 4.14 -0.10 -1.36  0.081
H 5.69 -0.97 -1.30  0.063
H 3.76 -2.47 -0.70  0.135
H 4.96 -3.15 -3.44  0.082
H 4.21 -4.29 -2.33  0.079
H 5.73 -3.49 -1.88  0.083
H 2.90 -1.87 -3.34  0.096
C 5.56 -0.36 2.63  -0.054
C 6.25 -1.50 1.91  -0.496
C 7.21 -2.24 2.83  -0.061
O 6.98 -0.98 0.80  -0.071
H 6.29 0.38 3.00  0.066
H 4.89 0.18 1.96  0.071
H 4.98 -0.72 3.49  0.085
H 5.50 -2.19 1.52  0.133
H 7.99 -1.57 3.20  0.073
H 7.71 -3.05 2.29  0.079
H 6.68 -2.67 3.69  0.082
H 7.65 -0.36 1.14  0.095
C 10.12 2.24 4.98  -0.067
C 8.60 2.21 4.91  -0.506
C 7.97 2.97 6.06  -0.065
O 8.16 0.85 4.94  -0.073
H 10.48 1.78 5.91  0.082
H 10.56 1.68 4.15  0.080
H 10.49 3.27 4.94  0.081
H 8.27 2.63 3.96  0.138
H 8.25 2.53 7.02  0.082
H 6.88 2.93 6.00  0.080
H 8.28 4.02 6.05  0.081
H 8.45 0.46 5.78  0.096
C -7.04 2.97 -2.61  -0.067
C -6.66 1.70 -1.87  -0.500
C -5.28 1.21 -2.28  -0.070
O -7.62 0.68 -2.15  -0.072
H -7.08 2.80 -3.69  0.082
H -8.04 3.30 -2.31  0.079
H -6.33 3.77 -2.41  0.080
H -6.67 1.88 -0.79  0.139
H -5.25 0.97 -3.35  0.058
H -5.02 0.29 -1.75  0.073
H -4.51 1.96 -2.07  0.083
H -7.61 0.51 -3.10  0.081
C 3.86 4.05 2.54  -0.055
C 3.11 3.56 1.31  -0.490
C 1.97 4.49 0.95  -0.054
O 2.59 2.26 1.57  -0.090
H 3.20 4.09 3.41  0.086
H 4.67 3.35 2.80  0.074
H 4.29 5.04 2.37  0.055
H 3.80 3.47 0.47  0.142
H 1.24 4.56 1.77  0.087
H 1.43 4.12 0.07  0.080
H 2.34 5.50 0.73  0.059
H 1.97 2.32 2.32  0.089
C 4.66 9.39 0.96  -0.064
C 5.04 8.12 1.70  -0.495
C 6.42 7.63 1.28  -0.063
O 4.08 7.11 1.42  -0.086
H 4.62 9.22 -0.13  0.082
H 3.66 9.72 1.25  0.082
H 5.37 10.20 1.16  0.082
H 5.03 8.30 2.78  0.142
H 6.45 7.40 0.21  0.083
H 6.68 6.71 1.82  0.078
H 7.19 8.38 1.50  0.082
H 4.09 6.93 0.47  0.093

---

Record 7
The following is a quantum chemistry calculation of a molecular structure, C19H19I2IrN4OSSe, from the OMol25 dataset.

The relative energy (zero: lowest compared OMol25 entry of this formula, charge and spin) comes out at 2.9 kJ/mol. As for the multiplicity: 5. The calculation puts the HOMO-LUMO gap (spin up / spin down) at 0.1925 / 0.2623 hartree. The HOMO energy (spin up / spin down) is -5.3 / -7.8 eV. The total energy is -123238.015 eV.

Last column: Löwdin spin population.
Geometry (Å):
Ir 0.91 0.98 0.35  2.078
I -6.47 -0.67 -0.60  0.003
C -4.44 -0.74 -0.28  0.013
C -3.92 -1.68 0.58  -0.002
C -2.57 -1.50 0.92  0.015
I -1.68 -2.70 2.32  0.003
C -1.79 -0.45 0.45  0.003
O -0.61 -0.26 1.04  0.155
C -2.32 0.33 -0.65  0.010
C -1.49 1.32 -1.48  0.005
N -0.84 2.32 -0.56  0.087
C -0.15 3.45 -1.13  0.006
C 0.56 4.17 -0.01  0.006
C 0.49 5.53 0.21  0.002
C 1.11 6.08 1.31  0.001
C 1.72 5.26 2.22  0.002
C 1.73 3.91 1.97  0.012
N 1.14 3.36 0.90  0.084
C -3.63 0.15 -0.94  -0.002
H -4.56 -2.39 1.09  0.000
H -2.11 1.83 -2.20  0.001
H -0.71 0.87 -2.07  0.002
H -1.47 2.60 0.15  0.003
H -0.77 4.18 -1.65  0.003
H 0.54 3.14 -1.90  0.000
H 0.00 6.14 -0.51  0.000
H 1.04 7.15 1.45  0.000
H 2.24 5.67 3.07  0.000
H 2.28 3.20 2.61  0.003
H -4.07 0.83 -1.64  0.000
Se 3.36 0.76 -0.30  0.293
C 2.27 -3.75 2.17  0.048
C 1.93 -3.59 0.79  0.231
C 1.51 -4.50 -0.10  0.022
C 1.19 -4.18 -1.45  0.334
N 1.38 -2.82 -1.91  0.072
C 1.71 -2.00 -1.02  0.070
S 1.74 -0.29 -1.57  0.169
N 1.91 -2.24 0.28  0.141
C 0.71 -5.10 -2.48  0.058
H 2.35 -4.78 2.39  0.000
H 1.60 -3.29 2.92  0.015
H 3.26 -3.29 2.41  0.013
H 1.42 -5.56 0.22  -0.005
H 1.92 -1.49 0.92  0.014
H 0.12 -4.51 -3.21  0.005
H 0.01 -5.78 -2.00  0.007
H 1.45 -5.65 -3.06  0.020

---

Record 8
The following is a quantum chemistry calculation of 5 unconnected molecules or ions with the total composition C28H68FN2O19P4, from the OMol25 dataset.

As for the net charge: +1. The calculation puts the HOMO-LUMO gap at 0.2665 hartree. The HOMO energy is -11.3 eV. The total energy is -111882.893 eV.

Last column: Löwdin charge in e.
Geometry (Å):
C 10.22 -0.67 -2.01  -0.045
C 8.92 -0.30 -1.26  -0.194
O 8.39 0.90 -1.88  -0.012
C 7.05 0.99 -1.86  -0.467
O 6.30 0.11 -2.22  0.097
C 6.52 2.35 -1.38  -0.068
C 5.26 2.15 -0.53  -0.160
C 4.28 3.35 -0.68  -0.112
C 2.79 2.95 -0.61  -0.393
C 1.98 4.25 -0.44  0.021
C 2.66 2.10 0.68  -0.130
O 1.31 1.86 1.02  -0.093
C 0.51 1.43 -0.07  -0.117
C 1.27 1.10 -1.38  -0.179
C 1.79 -0.36 -1.28  -0.194
N 0.97 -1.28 -2.05  -0.094
C 0.86 -2.60 -1.37  -0.077
N 2.36 2.07 -1.73  0.074
C 2.01 2.75 -3.02  -0.280
F 2.87 3.77 -3.30  0.063
C 2.08 1.79 -4.21  -0.146
C 3.51 1.32 -4.51  -0.045
H 11.00 -0.84 -1.27  0.074
H 10.46 0.15 -2.67  0.078
H 10.03 -1.56 -2.61  0.075
H 9.16 -0.07 -0.22  0.120
H 8.22 -1.13 -1.28  0.115
H 7.31 2.79 -0.77  0.127
H 6.38 3.01 -2.24  0.127
H 5.57 2.12 0.51  0.128
H 4.77 1.19 -0.71  0.092
H 4.43 3.99 0.19  0.134
H 4.52 3.96 -1.54  0.115
H 2.02 4.62 0.58  0.112
H 2.44 5.00 -1.08  0.097
H 0.96 4.14 -0.81  0.090
H 3.14 2.64 1.49  0.153
H 3.13 1.12 0.55  0.129
H -0.19 2.24 -0.27  0.127
H 0.01 0.51 0.24  0.136
H 0.51 1.06 -2.15  0.142
H 2.82 -0.48 -1.63  0.126
H 1.79 -0.60 -0.21  0.116
H 0.03 -0.93 -2.17  0.097
H -0.20 -2.72 -1.11  0.077
H 1.51 -2.66 -0.50  0.079
H 1.09 -3.39 -2.09  0.077
H 3.19 1.50 -1.97  0.146
H 1.03 3.20 -2.91  0.169
H 1.37 0.97 -4.10  0.115
H 1.74 2.38 -5.06  0.130
H 3.79 0.56 -3.77  0.070
H 4.23 2.13 -4.58  0.087
H 3.46 0.77 -5.45  0.072
C -2.15 -1.56 2.57  -0.139
O -1.86 -2.94 2.35  -0.304
P -2.92 -3.70 1.28  0.712
O -2.90 -2.55 0.30  -0.294
O -4.16 -3.65 2.35  -0.253
C -3.98 -4.13 3.70  -0.078
O -3.81 -4.70 0.28  -0.293
C -4.82 -4.10 -0.53  -0.125
H -1.65 -1.28 3.50  0.095
H -1.75 -0.96 1.76  0.063
H -3.22 -1.38 2.68  0.094
H -3.96 -3.29 4.38  0.088
H -3.07 -4.71 3.81  0.083
H -4.83 -4.76 3.95  0.093
H -4.39 -3.59 -1.38  0.079
H -5.43 -3.42 0.06  0.089
H -5.45 -4.92 -0.90  0.093
C 1.81 -0.64 -8.21  -0.120
O 2.71 -0.04 -9.13  -0.290
P 3.33 -1.06 -10.29  0.619
O 2.12 -1.82 -10.69  -0.248
O 4.29 -1.85 -9.22  -0.254
C 5.01 -1.13 -8.22  -0.109
O 4.37 -1.36 -11.53  -0.265
C 4.32 -2.67 -12.11  -0.107
H 1.77 0.00 -7.32  0.075
H 0.81 -0.70 -8.64  0.091
H 2.14 -1.63 -7.90  0.092
H 4.55 -1.31 -7.24  0.078
H 5.02 -0.05 -8.40  0.081
H 6.04 -1.49 -8.19  0.090
H 3.45 -2.78 -12.75  0.087
H 4.31 -3.44 -11.34  0.089
H 5.21 -2.78 -12.72  0.093
C -4.74 2.09 7.36  -0.102
O -5.08 2.40 6.00  -0.298
P -3.84 2.36 4.91  0.619
O -3.14 1.11 5.32  -0.256
O -3.14 3.72 5.48  -0.252
C -3.96 4.86 5.83  -0.095
O -3.22 2.59 3.40  -0.259
C -1.86 2.24 3.22  -0.117
H -5.53 2.49 7.99  0.101
H -4.70 1.01 7.49  0.083
H -3.79 2.54 7.65  0.091
H -3.97 4.96 6.92  0.088
H -4.97 4.77 5.47  0.083
H -3.50 5.75 5.40  0.089
H -1.74 1.16 3.17  0.062
H -1.24 2.65 4.02  0.094
H -1.53 2.67 2.28  0.083
C -6.88 -0.68 6.17  -0.113
O -7.27 -0.82 7.54  -0.290
P -7.97 -2.26 7.95  0.615
O -7.09 -3.23 7.24  -0.259
O -9.36 -1.93 7.15  -0.255
C -9.95 -0.62 7.22  -0.101
O -8.75 -3.23 9.03  -0.266
C -9.09 -4.54 8.59  -0.112
H -6.78 0.38 5.96  0.079
H -5.92 -1.16 6.01  0.087
H -7.62 -1.11 5.50  0.092
H -9.81 -0.11 6.26  0.085
H -9.50 -0.01 8.01  0.082
H -11.01 -0.72 7.42  0.089
H -8.21 -5.19 8.59  0.085
H -9.55 -4.53 7.60  0.088
H -9.81 -4.94 9.31  0.092

---

Q: Look up the total energy of the seventh one.
A: -123238.015 eV